1.
A cluster of 2 separate species, C15H28BIN2O5S in total in a non-equilibrium geometry, computed with the ωB97M-V functional and the def2-TZVPD basis.

Geometry (Å):
C  2.85994  -0.53726  0.04853
C  1.71603  0.52578  0.51900
O  0.80400  -0.04702  1.48972
C  0.23247  0.95201  2.36668
C  -1.39249  0.88690  2.32052
N  -1.86367  1.97539  1.41040
C  -1.76973  3.31872  1.98054
I  -1.12865  4.03310  3.91549
C  -2.27624  4.15779  0.78091
C  -2.29418  5.74638  0.95952
O  -3.10596  6.32800  1.75173
O  -1.35656  6.50984  0.26154
N  -2.63762  3.28572  -0.32493
B  -3.14285  3.86495  -1.62162
C  -4.41534  3.33984  -2.47941
O  -2.42903  5.02119  -2.14360
C  -2.37760  1.90092  0.07108
C  -2.58311  0.60704  -0.83581
C  -3.37249  -0.60346  -0.12389
C  -2.75015  -2.03410  -0.59978
S  -1.89207  -2.95270  0.77041
H  3.69797  0.06351  -0.46972
H  2.44017  -1.32810  -0.65986
H  3.31927  -0.96788  1.00332
H  1.09695  0.76714  -0.42480
H  2.27988  1.45435  0.87394
H  0.51350  0.66364  3.45556
H  0.65250  1.99730  2.17647
H  -1.79039  1.10698  3.37545
H  -1.66021  -0.17091  1.98621
H  -4.00782  2.67058  -3.31852
H  -4.89350  4.26857  -2.98144
H  -5.15842  2.81734  -1.78569
H  -1.47412  4.80921  -2.23963
H  -1.58634  0.21599  -1.24519
H  -3.24077  0.94223  -1.72902
H  -3.46937  -0.51783  1.01001
H  -4.45592  -0.61094  -0.53702
H  -3.56345  -2.74000  -1.02046
H  -1.98762  -1.90573  -1.45840
H  -0.83045  -3.63062  0.14221
C  4.29416  -4.84124  -1.68478
C  5.16883  -4.17193  -0.63629
C  5.78902  -5.19502  0.30225
O  4.38370  -3.25072  0.11818
H  3.46783  -5.38473  -1.21486
H  3.84592  -4.09357  -2.34506
H  4.87215  -5.54262  -2.29207
H  5.95914  -3.59839  -1.12864
H  5.01449  -5.75075  0.84091
H  6.40539  -4.69942  1.05722
H  6.41184  -5.90699  -0.24553
H  3.68097  -3.74845  0.55822

Computed properties:
**DFT total energy**: -1794.6302 Ha
**Multiplicity**: 1
**E_HOMO**: -0.2726 Ha

List of Mulliken charges in e, atom by atom: atom 1 (C): -0.908, atom 2 (C): -0.127, atom 3 (O): -0.195, atom 4 (C): -0.392, atom 5 (C): -0.524, atom 6 (N): 0.368, atom 7 (C): -1.041, atom 8 (I): 0.265, atom 9 (C): 0.795, atom 10 (C): 0.271, atom 11 (O): -0.604, atom 12 (O): -0.671, atom 13 (N): 0.351, atom 14 (B): 0.314, atom 15 (C): -0.841, atom 16 (O): -0.447, atom 17 (C): -0.093, atom 18 (C): -0.341, atom 19 (C): -0.797, atom 20 (C): -0.502, atom 21 (S): -0.281, atom 22 (H): 0.315, atom 23 (H): 0.201, atom 24 (H): 0.250, atom 25 (H): 0.105, atom 26 (H): 0.310, atom 27 (H): 0.217, atom 28 (H): 0.394, atom 29 (H): 0.387, atom 30 (H): -0.058, atom 31 (H): 0.293, atom 32 (H): 0.266, atom 33 (H): 0.270, atom 34 (H): 0.315, atom 35 (H): 0.328, atom 36 (H): 0.075, atom 37 (H): 0.541, atom 38 (H): 0.337, atom 39 (H): 0.346, atom 40 (H): 0.378, atom 41 (H): 0.137, atom 42 (C): -1.261, atom 43 (C): 0.331, atom 44 (C): -1.241, atom 45 (O): -0.444, atom 46 (H): 0.321, atom 47 (H): 0.310, atom 48 (H): 0.388, atom 49 (H): 0.244, atom 50 (H): 0.338, atom 51 (H): 0.317, atom 52 (H): 0.373, atom 53 (H): 0.321

2.
A structure of composition C15H28BrN3ORhSe, computed with the ωB97M-V functional and the def2-TZVPD basis.

Geometry (Å):
Rh  0.08083  0.01602  -0.06595
C  -1.34984  2.59490  -0.56874
N  -1.10569  1.61743  0.51844
C  -2.44150  1.23802  1.05744
C  -0.34168  2.29422  1.59852
C  0.12928  1.30593  2.64199
N  0.98025  0.26974  2.02021
C  0.84157  -1.00705  2.73466
C  2.39900  0.65676  2.06809
H  -1.92722  3.43933  -0.18140
H  -1.90778  2.10039  -1.35957
H  -0.40488  2.95660  -0.96158
H  -2.90230  2.11995  1.51304
H  -2.34451  0.44557  1.79273
H  -3.05776  0.87230  0.24438
H  -0.97310  3.06609  2.04945
H  0.50847  2.80494  1.14402
H  -0.72369  0.81967  3.11304
H  0.67433  1.82852  3.43480
H  1.13516  -0.89705  3.78443
H  1.48864  -1.74492  2.26809
H  -0.19111  -1.34826  2.68060
H  2.79665  0.54902  3.08316
H  2.52353  1.69543  1.77858
H  2.97400  0.02296  1.39414
Se  -1.59438  -0.93427  -1.26683
Br  4.51614  3.97201  -1.09510
C  3.28442  2.74142  -1.80060
C  3.28931  2.40141  -3.14226
C  2.33032  1.50656  -3.58352
C  1.43089  0.97126  -2.67919
N  1.44397  1.27592  -1.37420
C  2.35064  2.16528  -0.95794
H  4.01052  2.83563  -3.82088
H  2.27136  1.22325  -4.62481
H  0.65579  0.28668  -2.99431
H  2.32858  2.44851  0.08046
C  1.99724  -3.93054  -0.17750
C  2.75315  -3.29240  -1.34352
C  2.41627  -1.80595  -1.22457
O  1.32740  -1.70422  -0.26375
C  0.77835  -3.04465  -0.08177
H  2.58085  -3.88304  0.74385
H  1.73331  -4.96909  -0.36571
H  2.38481  -3.68691  -2.28974
H  3.82589  -3.46739  -1.30022
H  2.09421  -1.38347  -2.17235
H  3.23983  -1.21164  -0.82637
H  0.05231  -3.23779  -0.87053
H  0.26958  -3.05432  0.87721

Computed properties:
**DFT total energy**: -5913.6041 Ha
**Energy relative to the best compared isomer or geometry (same formula, charge and spin)**: 0.5806 eV
**Multiplicity**: 1
**Total charge**: +1
**E_HOMO (spin up / spin down)**: -0.3797 / -0.3785 Ha

List of Mulliken charges in e, atom by atom: atom 1 (Rh): 0.013, atom 2 (C): -1.013, atom 3 (N): 0.541, atom 4 (C): -1.011, atom 5 (C): -0.485, atom 6 (C): -1.215, atom 7 (N): 1.144, atom 8 (C): -1.325, atom 9 (C): -1.347, atom 10 (H): 0.369, atom 11 (H): 0.220, atom 12 (H): 0.413, atom 13 (H): 0.358, atom 14 (H): 0.227, atom 15 (H): 0.379, atom 16 (H): 0.499, atom 17 (H): 0.355, atom 18 (H): 0.503, atom 19 (H): 0.309, atom 20 (H): 0.390, atom 21 (H): 0.328, atom 22 (H): 0.319, atom 23 (H): 0.361, atom 24 (H): 0.613, atom 25 (H): 0.058, atom 26 (Se): -0.556, atom 27 (Br): -0.139, atom 28 (C): -0.686, atom 29 (C): -0.121, atom 30 (C): -0.880, atom 31 (C): -0.627, atom 32 (N): 0.854, atom 33 (C): -0.086, atom 34 (H): 0.464, atom 35 (H): 0.465, atom 36 (H): 0.599, atom 37 (H): 0.280, atom 38 (C): -0.613, atom 39 (C): -0.714, atom 40 (C): -0.395, atom 41 (O): 0.384, atom 42 (C): -0.726, atom 43 (H): 0.252, atom 44 (H): 0.410, atom 45 (H): 0.335, atom 46 (H): 0.359, atom 47 (H): 0.057, atom 48 (H): 0.375, atom 49 (H): 0.394, atom 50 (H): 0.313

3.
A cluster of 7 separate species, C15H28Cl12FN2O4S in total in a non-equilibrium geometry, computed with the ωB97M-V functional and the def2-TZVPD basis.

Geometry (Å):
N  0.35208  2.38659  0.44533
C  -0.78284  3.17477  0.64337
C  -1.64798  3.60124  -0.68162
N  -3.12386  3.29409  -0.62059
C  -3.88004  4.16580  0.35275
O  -3.59829  4.36917  1.64102
O  -5.06129  4.90282  -0.19726
S  -3.47987  1.59697  -0.45424
O  -4.49794  1.25136  -1.61029
O  -2.27966  0.64160  -0.65712
F  -4.36111  1.23871  1.01242
H  0.46466  2.18628  -0.57868
H  -1.01964  3.45462  1.75534
H  -1.55704  4.78816  -0.76902
H  -1.20625  3.18904  -1.70252
Cl  4.24566  1.33877  1.86354
C  2.95622  0.24153  2.41745
C  2.67270  -0.86456  1.41364
Cl  1.91411  -0.24489  -0.07384
H  2.06340  0.84162  2.61865
H  3.29476  -0.19210  3.36315
H  1.97620  -1.58937  1.84572
H  3.58661  -1.39722  1.13225
Cl  -6.13585  -2.17616  0.03232
C  -5.46934  -2.03528  -1.61369
C  -6.21739  -2.90372  -2.61254
Cl  -5.94378  -4.64094  -2.33105
H  -4.40648  -2.29285  -1.57244
H  -5.55334  -0.98261  -1.89971
H  -5.86830  -2.68874  -3.62698
H  -7.29587  -2.71982  -2.57796
Cl  6.17219  -1.69460  0.59702
C  5.85600  -0.88613  -0.95856
C  6.56239  -1.57259  -2.11668
Cl  8.33090  -1.37751  -2.03680
H  6.16028  0.16093  -0.86466
H  4.77344  -0.91303  -1.11449
H  6.23793  -1.13182  -3.06409
H  6.33991  -2.64394  -2.14622
Cl  -9.11290  -8.71373  -3.35453
C  -7.37791  -8.83809  -3.73896
C  -6.79882  -7.51538  -4.21494
Cl  -7.42272  -7.04488  -5.81539
H  -7.25211  -9.62589  -4.48814
H  -6.87306  -9.15684  -2.82217
H  -5.71204  -7.59820  -4.31086
H  -7.01741  -6.70413  -3.51334
Cl  5.31060  -1.57603  4.28426
C  6.42297  -0.18491  4.31328
C  7.51133  -0.34156  5.36323
Cl  6.86713  -0.23893  7.02049
H  5.83020  0.71996  4.47931
H  6.87275  -0.11901  3.31813
H  8.24675  0.46187  5.25932
H  8.03510  -1.29727  5.26107
Cl  -0.24394  6.80855  -0.23007
C  0.84674  7.40712  1.04489
C  2.22880  6.77930  0.95989
Cl  2.20818  5.04815  1.37793
H  0.37507  7.21341  2.01326
H  0.92164  8.49072  0.91376
H  2.90357  7.26804  1.66909
H  2.65678  6.88154  -0.04237

Computed properties:
**DFT total energy**: -7019.0746 Ha
**Multiplicity**: 1
**Total charge**: -1
**E_HOMO**: -0.1881 Ha

List of Mulliken charges in e, atom by atom: atom 1 (N): -0.296, atom 2 (C): 0.109, atom 3 (C): -0.264, atom 4 (N): 0.251, atom 5 (C): 0.200, atom 6 (O): -0.574, atom 7 (O): -0.680, atom 8 (S): 1.079, atom 9 (O): -0.617, atom 10 (O): -0.518, atom 11 (F): -0.303, atom 12 (H): 0.154, atom 13 (H): 0.298, atom 14 (H): -0.107, atom 15 (H): 0.312, atom 16 (Cl): -0.214, atom 17 (C): -0.341, atom 18 (C): -0.284, atom 19 (Cl): -0.171, atom 20 (H): 0.322, atom 21 (H): 0.251, atom 22 (H): 0.347, atom 23 (H): 0.037, atom 24 (Cl): -0.191, atom 25 (C): -0.320, atom 26 (C): -0.426, atom 27 (Cl): -0.228, atom 28 (H): 0.313, atom 29 (H): 0.190, atom 30 (H): 0.317, atom 31 (H): 0.326, atom 32 (Cl): -0.168, atom 33 (C): -0.248, atom 34 (C): -0.470, atom 35 (Cl): -0.200, atom 36 (H): 0.281, atom 37 (H): 0.165, atom 38 (H): 0.331, atom 39 (H): 0.322, atom 40 (Cl): -0.191, atom 41 (C): -0.414, atom 42 (C): -0.235, atom 43 (Cl): -0.196, atom 44 (H): 0.318, atom 45 (H): 0.289, atom 46 (H): 0.331, atom 47 (H): 0.116, atom 48 (Cl): -0.194, atom 49 (C): -0.322, atom 50 (C): -0.504, atom 51 (Cl): -0.196, atom 52 (H): 0.318, atom 53 (H): 0.256, atom 54 (H): 0.330, atom 55 (H): 0.326, atom 56 (Cl): -0.197, atom 57 (C): -0.443, atom 58 (C): -0.495, atom 59 (Cl): -0.111, atom 60 (H): 0.300, atom 61 (H): 0.334, atom 62 (H): 0.300, atom 63 (H): 0.297

4.
A structure of composition C15H28Cl24GaN2O2 in a non-equilibrium geometry, computed with the ωB97M-V functional and the def2-TZVPD basis.

Geometry (Å):
C  7.92430  2.20518  -0.07002
C  6.84700  3.06636  -0.83091
N  6.14703  3.90797  0.17123
Ga  4.58903  4.76110  -0.70384
C  4.83896  6.79795  -0.50380
C  3.61535  7.58060  0.05962
O  3.26330  7.16435  1.38733
C  2.91749  4.00531  0.21983
C  1.54404  4.49075  -0.36991
O  1.62184  4.99981  -1.69282
C  0.56861  3.25824  -0.41534
N  0.05954  2.88582  0.90494
H  8.85873  2.80043  -0.03898
H  8.13998  1.24532  -0.58227
H  7.55749  2.07586  0.96013
H  6.07062  2.41330  -1.26817
H  7.32108  3.66302  -1.63818
H  6.78764  4.64697  0.46142
H  4.68266  4.33137  -2.25205
H  5.01590  7.19997  -1.52955
H  5.72226  7.07967  0.11116
H  2.73502  7.60341  -0.61763
H  3.92757  8.64839  0.16689
H  3.80154  6.38200  1.52805
H  2.94893  2.90139  0.06877
H  2.88992  4.14689  1.32390
H  1.10292  5.21372  0.35584
H  2.09693  5.83022  -1.68958
H  1.07869  2.37186  -0.84370
H  -0.27808  3.48553  -1.09392
H  0.80806  2.65703  1.54211
H  -0.54959  3.60084  1.27458
C  3.58159  -0.30433  -0.12626
Cl  5.08694  -1.09180  0.37170
Cl  2.96819  0.73406  1.16181
Cl  3.81919  0.61784  -1.61245
H  2.84517  -1.07419  -0.31904
C  2.27647  -2.89673  2.89568
Cl  1.38888  -2.01942  4.14597
Cl  2.44363  -4.60352  3.33191
Cl  1.47323  -2.72758  1.33188
H  3.26887  -2.46629  2.81618
C  -1.78226  -1.22074  -0.41735
Cl  -1.71832  -0.56304  1.21988
Cl  -2.63551  -0.11480  -1.50010
Cl  -0.15333  -1.54619  -1.01913
H  -2.32664  -2.15888  -0.38640
C  -6.11009  -2.27620  -2.48809
Cl  -6.79208  -2.90941  -3.99131
Cl  -7.25169  -2.47450  -1.15360
Cl  -4.57613  -3.06844  -2.11822
H  -5.92145  -1.21676  -2.61928
C  -3.61424  -5.43950  1.41351
Cl  -4.43832  -6.10383  -0.00122
Cl  -2.28846  -6.49547  1.91228
Cl  -3.01748  -3.80920  1.07954
H  -4.32659  -5.38043  2.22642
C  -9.92512  0.10036  0.48086
Cl  -9.49552  -1.58457  0.79712
Cl  -10.54856  0.86938  1.94455
Cl  -8.53505  0.99139  -0.14691
H  -10.70605  0.11584  -0.26982
C  -6.72942  -8.48303  2.13329
Cl  -7.88180  -9.47151  3.03764
Cl  -5.89465  -7.35836  3.21218
Cl  -5.56842  -9.50303  1.27855
H  -7.27884  -7.90447  1.39993
C  -2.77460  -8.13356  -2.80590
Cl  -4.18029  -9.10580  -2.35185
Cl  -2.16194  -8.62666  -4.38909
Cl  -3.17938  -6.41535  -2.79749
H  -1.99471  -8.30198  -2.07244

Computed properties:
**DFT total energy**: -13817.6687 Ha
**Multiplicity**: 1
**Total charge**: -1
**E_HOMO**: -0.1543 Ha

List of Mulliken charges in e, atom by atom: atom 1 (C): -1.139, atom 2 (C): 0.059, atom 3 (N): -0.404, atom 4 (Ga): -0.245, atom 5 (C): -0.782, atom 6 (C): -0.411, atom 7 (O): -0.506, atom 8 (C): 0.834, atom 9 (C): 0.369, atom 10 (O): -0.628, atom 11 (C): -0.783, atom 12 (N): -0.390, atom 13 (H): 0.314, atom 14 (H): 0.297, atom 15 (H): 0.282, atom 16 (H): -0.001, atom 17 (H): 0.205, atom 18 (H): 0.204, atom 19 (H): -0.339, atom 20 (H): 0.334, atom 21 (H): 0.366, atom 22 (H): 0.164, atom 23 (H): 0.327, atom 24 (H): 0.346, atom 25 (H): -1.129, atom 26 (H): 0.442, atom 27 (H): -0.030, atom 28 (H): 0.348, atom 29 (H): 0.172, atom 30 (H): 0.336, atom 31 (H): 0.172, atom 32 (H): 0.236, atom 33 (C): 0.283, atom 34 (Cl): -0.146, atom 35 (Cl): -0.038, atom 36 (Cl): -0.110, atom 37 (H): 0.014, atom 38 (C): 0.095, atom 39 (Cl): -0.132, atom 40 (Cl): -0.148, atom 41 (Cl): -0.013, atom 42 (H): 0.203, atom 43 (C): 0.918, atom 44 (Cl): -0.105, atom 45 (Cl): -0.156, atom 46 (Cl): -0.128, atom 47 (H): -0.536, atom 48 (C): -0.048, atom 49 (Cl): -0.135, atom 50 (Cl): -0.067, atom 51 (Cl): -0.021, atom 52 (H): 0.274, atom 53 (C): 0.089, atom 54 (Cl): -0.054, atom 55 (Cl): -0.137, atom 56 (Cl): -0.066, atom 57 (H): 0.175, atom 58 (C): 0.070, atom 59 (Cl): -0.122, atom 60 (Cl): -0.127, atom 61 (Cl): -0.108, atom 62 (H): 0.281, atom 63 (C): 0.077, atom 64 (Cl): -0.132, atom 65 (Cl): -0.116, atom 66 (Cl): -0.096, atom 67 (H): 0.261, atom 68 (C): 0.019, atom 69 (Cl): -0.120, atom 70 (Cl): -0.134, atom 71 (Cl): -0.062, atom 72 (H): 0.279